Entry from OMol25: C20H16ClN5O3S in the gas phase in a non-equilibrium geometry (ωB97M-V/def2-TZVPD).

The SMILES is CN1Cc2cc(C(=O)c3cc(Cl)cc(CSc4ncccn4)c3O)cnc2NC1=O. As for the maximum force: 3.38 eV Å⁻¹. The electronic energy is -57951.310 eV. For the energy above the lowest of the compared OMol25 structures with the same formula, charge and spin, the calculation gives 0.0 kcal/mol.

Positions of all 46 atoms, in Å:
Cl 1.392 2.694 -2.609
S -4.723 1.937 -1.376
O -0.911 -0.063 2.537
O -2.666 -0.049 0.651
O 6.845 -2.110 3.936
N -7.102 2.247 -2.676
N -5.993 0.152 -2.959
N 5.171 -0.654 3.747
N 2.957 0.038 4.053
N 5.811 -1.973 1.877
C 5.960 -1.631 3.234
C 0.197 1.887 -1.670
C -0.363 0.743 0.414
C 0.003 0.208 1.743
C 4.824 -1.218 1.060
C -8.036 0.598 -4.090
C 2.388 -0.535 1.352
C 1.723 0.157 3.536
C -3.400 0.769 -1.988
C 1.399 -0.033 2.194
C -1.105 1.662 -2.171
C 6.781 -2.929 1.311
C -6.083 1.376 -2.405
C 3.919 -0.432 3.245
C -8.073 1.844 -3.494
C -6.942 -0.209 -3.811
C -2.046 1.024 -1.398
C -1.706 0.532 -0.120
C 0.542 1.443 -0.404
C 3.676 -0.697 1.887
H 6.668 -3.037 0.222
H -8.899 2.510 -3.738
H 1.521 1.647 -0.061
H -3.661 -0.258 -1.711
H -2.340 -0.040 1.570
H -6.865 -1.148 -4.310
H 5.301 -0.360 0.559
H 2.195 -0.810 0.318
H 0.993 0.535 4.229
H -1.324 2.037 -3.152
H -3.390 0.826 -3.085
H -8.776 0.262 -4.785
H 4.428 -1.898 0.278
H 7.772 -2.595 1.548
H 5.295 -0.522 4.760
H 6.640 -3.925 1.753

Entry from OMol25: C20H16F3N3O4S in the gas phase in a non-equilibrium geometry (ωB97M-V/def2-TZVPD).

The SMILES is O=C(NC1CC1)c1c[nH]c2ccc(S(=O)(=O)Nc3cccc(C(F)(F)F)c3)cc2c1=O. As for the maximum force: 1.20 eV Å⁻¹. The electronic energy is -52648.480 eV.

Positions of all 47 atoms, in Å:
S -0.260 1.509 4.264
F 0.320 -2.009 -0.934
F 2.379 -1.805 -0.345
F 1.428 -3.730 -0.278
O 0.335 2.803 4.363
O 0.866 1.483 -0.866
O -1.117 0.343 -4.418
O -1.044 1.015 5.350
N -2.974 0.138 -0.796
N 1.029 0.439 3.967
N 0.873 0.939 -3.505
C -0.512 1.462 1.553
C -1.183 1.300 2.740
C -0.716 -2.683 3.169
C 2.753 1.897 -4.875
C -1.022 0.663 -2.070
C -0.205 -2.984 1.917
C -2.404 0.538 0.378
C -0.431 0.634 -3.450
C 0.766 -2.156 1.369
C 1.222 -1.038 2.048
C -2.300 0.210 -1.963
C -2.469 0.775 2.772
C 0.683 -0.729 3.294
C -0.286 -1.562 3.851
C -1.098 1.059 0.353
C 1.623 0.927 -4.713
C -0.305 1.110 -0.890
C 3.039 0.435 -4.681
C 1.239 -2.425 -0.031
C -3.088 0.420 1.596
H 1.975 -0.405 1.602
H -0.697 -1.298 4.812
H -3.912 -0.238 -0.779
H 1.346 1.184 -2.639
H 3.402 -0.138 -5.520
H 2.963 2.564 -4.053
H -4.093 0.024 1.603
H -1.462 -3.326 3.609
H 0.480 1.887 1.524
H 0.994 0.689 -5.561
H 1.813 0.939 3.573
H 3.439 0.121 -3.729
H -2.951 0.652 3.728
H 2.919 2.333 -5.847
H -2.808 -0.121 -2.858
H -0.548 -3.848 1.369

Entry from OMol25: C20H16FN3OS in the gas phase in a non-equilibrium geometry (ωB97M-V/def2-TZVPD).

The SMILES is O=C(NC(=S)Nc1ccc(Cc2ccncc2)cc1)c1ccccc1F. As for the maximum force: 1.08 eV Å⁻¹. The electronic energy is -41071.409 eV.

Positions of all 42 atoms, in Å:
S -1.544 2.918 -0.557
F -5.422 1.873 1.160
O -3.072 -1.300 -0.037
N -3.176 0.970 -0.127
N -0.986 0.280 -0.435
N 7.018 0.267 2.167
C -5.838 -1.513 -0.080
C -7.952 -0.637 0.627
C 5.424 -0.087 -0.098
C -7.198 -1.672 0.097
C -1.842 1.306 -0.373
C 0.947 -1.056 -0.707
C 3.126 -0.122 -1.123
C -7.341 0.553 0.980
C -3.724 -0.268 0.029
C 2.297 -1.222 -0.931
C 4.863 0.010 1.169
C -5.196 -0.318 0.249
C 5.702 0.187 2.259
C 0.386 0.222 -0.667
C -5.980 0.701 0.787
C 2.562 1.147 -1.076
C 7.554 0.173 0.961
C 6.811 -0.001 -0.193
C 4.600 -0.295 -1.345
C 1.210 1.328 -0.852
H 5.299 0.269 3.260
H -3.765 1.792 -0.063
H 0.312 -1.919 -0.561
H 8.633 0.242 0.924
H 7.300 -0.070 -1.154
H 3.191 2.013 -1.216
H -9.015 -0.755 0.773
H 0.801 2.323 -0.822
H 4.945 0.411 -2.106
H -7.670 -2.603 -0.172
H -7.899 1.371 1.407
H 4.801 -1.304 -1.718
H 3.795 -0.049 1.307
H 2.714 -2.218 -0.957
H -1.435 -0.634 -0.305
H -5.233 -2.312 -0.480

Entry from OMol25: C20H16N2O3 in the gas phase in a non-equilibrium geometry (ωB97M-V/def2-TZVPD).

The SMILES is CN1c2ccccc2C(Oc2ccc([N+](=O)[O-])cc2)c2ccccc21. As for the maximum force: 3.94 eV Å⁻¹. The electronic energy is -30119.346 eV. For the energy above the lowest of the compared OMol25 structures with the same formula, charge and spin, the calculation gives 74.8 kcal/mol.

Positions of all 41 atoms, in Å:
O 5.290 -2.130 0.141
O 4.938 -4.256 0.141
O -0.901 -1.782 0.055
N 4.489 -3.100 0.141
N -0.655 2.117 -0.095
C -1.684 -0.556 0.019
C -1.517 0.185 -1.286
C 0.787 -3.394 0.110
C 1.460 -1.045 0.113
C -1.671 0.577 3.660
C -0.936 1.467 -1.281
C 3.092 -2.820 0.139
C -1.707 0.287 -3.694
C 2.792 -1.469 0.137
C 2.106 -3.824 0.131
C -0.072 3.451 -0.198
C -1.914 -0.158 2.503
C -1.944 -0.361 -2.488
C -0.926 1.569 1.145
C -0.709 2.113 -2.502
C -1.041 1.811 3.570
C -1.498 0.286 1.255
C 0.443 -2.005 0.092
C -1.069 1.524 -3.703
C -0.701 2.299 2.321
H 2.357 -4.890 0.133
H 1.271 0.025 0.115
H -0.741 4.179 -0.676
H -0.072 -4.078 0.095
H 3.621 -0.767 0.149
H -0.859 2.450 4.422
H -0.263 3.300 2.265
H -0.902 2.084 -4.611
H -2.491 -1.333 -2.480
H -1.971 0.215 4.642
H -2.023 -0.151 -4.640
H -2.460 -1.126 2.580
H -0.264 3.114 -2.482
H 0.866 3.367 -0.756
H -2.697 -1.018 0.041
H 0.179 3.844 0.781

Entry from OMol25: a molecular structure, C20H16NO8ReS2 (ωB97M-V/def2-TZVPD).

As for the expectation value of S²: 0.7534. As for the maximum force: 0.69 eV Å⁻¹. The net charge is +1. The electronic energy is -62664.879 eV. As for the spin multiplicity: 2. For the energy above the lowest of the compared OMol25 structures with the same formula, charge and spin, the calculation gives 9.2 kcal/mol.

Positions of all 48 atoms, in Å:
Re -0.165 -0.320 0.503
S 0.461 -2.856 -0.086
S -0.312 2.231 -1.714
O 1.850 -3.090 -0.240
O -0.148 1.529 -0.340
O 1.768 -0.083 0.684
O 0.068 -2.174 1.254
O 3.410 0.458 2.143
O -0.132 -1.862 -1.054
O -2.039 -0.100 0.974
O -3.474 0.547 2.598
N -0.040 0.589 2.303
C -2.498 0.656 -2.227
C -3.837 0.487 -2.521
C -0.415 -4.363 -0.117
C -2.364 0.412 2.200
C 1.539 0.358 -2.467
C 2.257 0.365 1.879
C -1.099 1.188 4.311
C -1.154 0.779 2.998
C -1.992 1.952 -2.166
C 2.199 -0.416 -3.413
C -4.647 1.598 -2.752
C 1.310 1.147 4.144
C 0.155 1.382 4.886
C 1.168 0.740 2.836
C 0.521 1.195 -2.893
C -4.128 2.881 -2.685
C 1.867 -0.313 -4.755
C -2.784 3.068 -2.382
C 0.861 0.555 -5.167
C 0.175 1.316 -4.235
H 0.601 0.636 -6.214
H 2.402 -0.903 -5.488
H -4.763 3.739 -2.862
H -2.362 4.063 -2.314
H 1.834 0.306 -1.427
H 0.116 -5.033 0.556
H 2.976 -1.096 -3.088
H -4.254 -0.510 -2.578
H -5.694 1.455 -2.988
H -1.856 -0.201 -2.058
H 2.305 1.256 4.554
H -0.617 1.985 -4.549
H -0.394 -4.741 -1.139
H 0.231 1.693 5.918
H -1.433 -4.185 0.227
H -2.020 1.332 4.858

Entry from OMol25: a molecular structure, C20H16NO8ReS2 (ωB97M-V/def2-TZVPD).

As for the expectation value of S²: 3.7628. As for the maximum force: 0.51 eV Å⁻¹. The net charge is +1. The electronic energy is -62664.792 eV. As for the spin multiplicity: 4. For the energy above the lowest of the compared OMol25 structures with the same formula, charge and spin, the calculation gives 20.3 kcal/mol.

Positions of all 48 atoms, in Å:
Re -0.011 0.642 -1.189
S -0.386 3.228 -2.208
S -2.149 -1.640 -0.478
O -1.321 2.117 -1.661
O 2.653 -1.608 -3.267
O 0.050 1.589 0.569
O 0.924 2.516 -2.236
O 1.282 2.254 2.326
O -1.730 -0.449 -1.404
O -0.458 4.430 -1.460
O 0.794 -0.654 -2.439
N 1.980 0.463 -0.564
C 3.674 1.077 0.938
C -3.263 0.481 0.865
C -2.999 -0.877 0.879
C 2.111 -0.908 -2.468
C -3.964 1.027 1.934
C -3.432 -1.710 1.905
C -0.926 3.499 -3.851
C -0.116 -1.549 1.421
C 4.585 0.392 0.139
C 4.164 -0.276 -1.010
C 1.873 -2.878 1.153
C 2.352 1.094 0.543
C 2.824 -0.222 -1.328
C 0.077 -3.128 -0.422
C 1.343 -3.481 0.018
C 1.146 -1.924 1.856
C -0.634 -2.161 0.281
C -4.129 -1.149 2.960
C 1.187 1.732 1.258
C -4.392 0.217 2.973
H -0.363 4.347 -4.236
H -4.174 2.087 1.946
H 1.913 -4.222 -0.525
H -4.468 -1.778 3.771
H -3.220 -2.773 1.891
H -0.748 2.602 -4.439
H 3.965 1.593 1.843
H -0.345 -3.585 -1.309
H 1.557 -1.476 2.752
H -2.942 1.107 0.044
H 4.842 -0.830 -1.643
H -0.688 -0.806 1.963
H 5.631 0.371 0.416
H -1.987 3.736 -3.805
H -4.940 0.649 3.801
H 2.857 -3.167 1.500

Entry from OMol25: C20H16O2S in the gas phase in a non-equilibrium geometry (ωB97M-V/def2-TZVPD).

As for the maximum force: 3.89 eV Å⁻¹. The electronic energy is -35924.967 eV. For the energy above the lowest of the compared OMol25 structures with the same formula, charge and spin, the calculation gives 8.5 kcal/mol.

Positions of all 39 atoms, in Å:
S -4.016 0.334 2.137
O -3.176 0.653 -0.334
O -3.327 -0.500 3.077
C 5.124 -2.385 -2.617
C 1.489 -0.952 0.276
C -4.019 1.906 4.429
C -5.174 3.968 4.778
C 5.505 -3.322 -1.649
C -2.722 0.753 0.967
C 0.092 -0.762 0.609
C 1.860 -1.218 -1.018
C 3.235 -1.808 -1.199
C 3.833 -2.543 -0.142
C -2.365 -0.421 0.065
C -0.499 -0.837 -1.660
C 4.931 -3.399 -0.354
C 0.865 -1.077 -2.051
C -4.473 1.762 3.140
C -5.294 2.733 2.634
C 3.903 -1.732 -2.487
C -4.437 2.952 5.227
C -5.646 3.822 3.406
C -0.880 -0.596 -0.302
H 5.277 -3.994 0.456
H 3.420 -1.059 -3.219
H -1.826 1.190 1.316
H -0.293 -0.596 1.667
H -3.488 1.035 4.904
H 3.320 -2.648 0.837
H -5.729 2.555 1.624
H 6.339 -3.977 -1.792
H -5.572 4.738 5.510
H 5.692 -2.273 -3.610
H -6.222 4.554 2.999
H 1.105 -1.130 -3.104
H -1.323 -0.770 -2.349
H -4.318 2.975 6.313
H 2.048 -1.078 1.198
H -2.729 -1.370 -0.062

Entry from OMol25: a molecular structure, C20H17AsF5NNdS2 in a non-equilibrium geometry (ωB97M-V/def2-TZVPD).

As for the expectation value of S²: 3.7554. As for the maximum force: 2.63 eV Å⁻¹. The net charge is +1. The electronic energy is -133872.646 eV. As for the spin multiplicity: 4. For the energy above the lowest of the compared OMol25 structures with the same formula, charge and spin, the calculation gives 17.5 kcal/mol.

Positions of all 47 atoms, in Å:
Nd -1.469 -1.443 -1.561
As 0.428 0.438 0.284
S -2.033 -3.960 -1.440
S -0.569 -0.794 -3.987
F -2.109 -6.713 -0.681
F -1.169 -7.970 1.435
F -0.178 -3.690 3.320
F -0.400 -6.426 3.625
F -0.903 -2.514 1.001
N -2.698 0.257 -2.785
C -1.440 -6.036 0.245
C -1.853 0.387 -3.860
C 0.662 2.377 0.002
C -3.040 2.374 -4.544
C -2.123 1.396 -4.776
C -0.843 -3.912 1.078
C -0.593 -4.454 2.332
C 4.015 4.004 2.155
C -3.478 1.281 -2.425
C 4.155 3.653 0.771
C -0.708 -5.845 2.484
C 1.688 3.444 1.996
C 3.117 3.101 0.070
C 2.778 3.867 2.729
C -3.737 2.307 -3.330
C 2.263 -0.105 0.500
C -1.364 -4.649 0.030
C -1.097 -6.678 1.415
C 1.809 2.990 0.702
C -0.166 0.453 2.099
H 2.426 -1.185 0.527
H -4.385 3.050 -2.977
H 0.744 3.445 2.531
H -1.589 1.454 -5.686
H -3.252 3.227 -5.224
H -4.054 1.136 -1.517
H 4.943 4.330 2.708
H 2.589 3.989 3.821
H 2.668 0.249 1.421
H 2.938 0.171 -0.372
H -0.049 -0.594 2.533
H 3.229 2.803 -0.946
H 0.752 2.432 -1.116
H -0.296 2.764 0.286
H -1.205 0.725 2.154
H 0.419 1.219 2.655
H 5.180 3.645 0.315

Entry from OMol25: C20H17BCl2N4O6 in the gas phase in a non-equilibrium geometry (ωB97M-V/def2-TZVPD).

The SMILES is Cc1nc2c([N+](=O)[O-])c(Cl)c(Cl)cc2n1Cc1ccc(B2OC(=O)CN(C)CC(=O)O2)cc1. As for the maximum force: 4.86 eV Å⁻¹. The electronic energy is -64979.331 eV. For the energy above the lowest of the compared OMol25 structures with the same formula, charge and spin, the calculation gives 55.1 kcal/mol.

Positions of all 50 atoms, in Å:
Cl 3.326 3.074 1.410
Cl 6.036 1.990 0.607
O -5.353 2.635 -0.272
O 7.018 -0.215 -0.226
O -3.444 0.090 -4.743
O -2.535 0.045 -2.647
O 6.467 -2.302 0.473
O -3.693 1.157 -0.690
N 4.216 -2.670 1.923
N -3.783 2.855 -3.255
N 6.236 -1.077 0.332
N 2.083 -1.978 2.507
C 2.530 -4.460 2.560
C 2.820 -0.887 2.108
C 4.080 -1.378 1.656
C -1.455 -0.956 2.123
C -3.203 4.100 -2.742
C 3.491 1.346 1.490
C -4.927 2.212 -2.497
C 5.045 -0.532 1.036
C -0.426 -0.926 -0.459
C -2.185 -0.440 1.074
C -2.730 2.118 -3.989
C -2.929 0.633 -3.824
C 3.017 -3.052 2.409
C 2.478 0.471 1.925
C 0.321 -1.428 0.552
C -4.681 2.018 -1.072
C 4.749 0.836 1.060
C 0.676 -2.013 2.979
C -1.680 -0.435 -0.237
C -0.142 -1.540 1.864
B -2.676 0.321 -1.293
H 1.808 -4.782 1.819
H 1.274 -1.750 0.220
H -1.959 -1.195 3.070
H -2.485 4.707 -3.394
H 1.496 0.820 2.228
H 3.390 -5.104 2.409
H -5.769 2.869 -2.823
H 0.299 -3.000 3.338
H 2.155 -4.745 3.548
H -5.095 1.248 -2.923
H -4.047 4.722 -2.525
H -2.819 2.494 -5.007
H -3.222 -0.196 1.186
H -1.720 2.410 -3.820
H -0.024 -0.646 -1.382
H 0.553 -1.277 3.822
H -2.584 3.814 -1.906

Entry from OMol25: C20H17BClF2N2O5P in the gas phase in a non-equilibrium geometry (ωB97M-V/def2-TZVPD).

The SMILES is CB(O)c1cc(P(C)C)cc2c1C(=O)c1c(c(Cl)c(C)c(N)c1N(C(=O)F)C(=O)F)C2=O. As for the maximum force: 2.31 eV Å⁻¹. The electronic energy is -62157.924 eV.

Positions of all 49 atoms, in Å:
Cl -1.256 -2.175 3.790
P -4.405 0.468 -2.789
F 4.535 -1.471 1.672
F 4.975 1.775 2.309
O 2.228 -0.354 -1.049
O 5.385 -0.098 0.220
O 1.905 1.037 -3.430
O 3.048 2.643 1.813
O -1.723 -2.546 0.965
N 3.402 0.031 3.978
N 3.412 0.488 1.200
C 3.767 1.713 1.808
C 1.204 -0.547 1.051
C -4.246 -0.405 -4.426
C -2.756 0.201 -2.040
C -0.365 0.739 -2.161
C -1.022 -1.590 0.750
C 1.178 -1.366 5.291
C 4.530 -0.349 0.975
C -1.677 0.875 -2.608
C 0.114 -1.182 1.637
C 0.425 3.103 -3.240
C -2.526 -0.621 -0.950
C -5.544 -0.641 -1.847
C 1.188 -1.068 3.819
C -0.148 -0.094 -1.044
C 0.099 -1.434 3.012
C -1.235 -0.734 -0.456
C 2.281 -0.172 1.845
C 2.268 -0.420 3.211
C 1.190 -0.318 -0.438
B 0.738 1.579 -2.943
H 2.184 -1.454 5.684
H -5.031 -1.546 -1.531
H -4.451 0.295 -5.226
H -4.924 -1.254 -4.446
H -6.381 -0.887 -2.489
H 3.049 0.410 4.850
H 3.926 -0.795 4.257
H -3.302 -1.179 -0.453
H -0.458 3.439 -2.703
H 0.157 3.146 -4.300
H -1.864 1.538 -3.444
H 0.638 -0.570 5.801
H 2.648 1.236 -2.848
H 1.278 3.749 -3.058
H 0.684 -2.304 5.498
H -5.883 -0.095 -0.973
H -3.240 -0.799 -4.542